{"formula": "C18H23N5O3", "method": "the ωB97M-V functional and the def2-TZVPD basis", "energy_ha": -1199.25835, "de_lowest_kcal_mol": 28.5, "charge": 0, "smiles": "CNC(=O)[C@@H](Cc1ccccc1)NC(=O)[C@@H](Cc1c[nH]cn1)NC(C)=O", "species": ["C", "N", "C", "O", "C", "C", "C", "C", "C", "C", "C", "C", "N", "C", "O", "C", "C", "C", "C", "N", "C", "N", "N", "C", "C", "O", "H", "H", "H", "H", "H", "H", "H", "H", "H", "H", "H", "H", "H", "H", "H", "H", "H", "H", "H", "H", "H", "H", "H"], "xyz": [[-1.77697, -3.67736, 2.56423], [-1.20619, -2.77057, 1.53926], [-0.49074, -3.09705, 0.45552], [-0.18926, -4.21891, 0.13447], [0.01468, -1.93095, -0.45924], [-0.88076, -1.76717, -1.66814], [-0.41076, -0.63239, -2.55446], [0.70255, -0.85452, -3.41496], [1.12584, 0.10157, -4.35679], [0.41036, 1.30200, -4.42531], [-0.61416, 1.58482, -3.51473], [-1.10211, 0.58865, -2.62032], [0.05592, -0.63179, 0.25973], [0.89187, -0.33908, 1.26099], [1.78417, -1.10966, 1.61969], [0.76326, 1.01674, 2.00955], [0.56203, 2.21241, 1.10894], [1.60965, 2.37378, 0.00458], [2.84645, 1.79326, -0.07294], [3.34289, 2.05604, -1.33039], [2.51381, 2.89010, -1.98109], [1.41878, 3.12678, -1.20600], [-0.27051, 1.00137, 3.08445], [-1.53845, 0.53811, 2.96223], [-2.48482, 0.70917, 4.14500], [-1.99273, 0.01082, 1.92632], [-2.13427, -4.58608, 2.03818], [-2.60112, -3.20546, 3.12066], [-1.03898, -3.99731, 3.32758], [-1.48718, -1.81172, 1.56985], [1.01000, -2.20903, -0.81962], [-0.83158, -2.64044, -2.27762], [-1.91089, -1.60156, -1.30322], [1.24364, -1.80862, -3.39589], [1.91475, -0.11474, -5.05878], [0.65762, 2.05986, -5.16101], [-1.21249, 2.50139, -3.54880], [-1.96198, 0.80063, -2.04897], [-0.67496, 0.06827, 0.04043], [1.75552, 1.08529, 2.52515], [-0.37013, 2.10139, 0.61884], [0.54915, 3.16467, 1.70361], [3.26391, 1.12617, 0.69536], [4.22303, 1.74797, -1.65602], [2.69638, 3.33326, -2.96862], [0.02301, 1.40608, 3.94111], [-1.90334, 0.83453, 5.04745], [-3.20095, -0.11359, 4.24813], [-3.09394, 1.58286, 3.89161]], "forces_ev_per_a": [[0.478, -0.575, -0.787], [-0.683, 0.208, 0.905], [0.643, 0.349, -0.284], [0.146, -1.182, -0.254], [0.000, 0.581, 1.219], [-0.300, 1.071, 0.170], [0.063, 0.259, -0.739], [-0.048, 0.416, -0.073], [-1.392, -0.140, 0.949], [-0.089, 0.467, 0.602], [-1.064, -1.095, 0.167], [2.622, 0.111, -1.692], [-0.793, 0.550, -0.971], [0.871, -0.954, 0.552], [-0.491, 0.499, -0.132], [0.495, -0.262, 0.515], [1.385, 1.566, -0.481], [0.634, 0.760, -1.866], [-0.880, -0.766, 0.721], [0.349, 0.141, 0.700], [-2.601, 0.510, 1.975], [1.129, -1.019, 0.078], [0.083, -0.543, -1.122], [-1.206, -0.904, -0.978], [0.396, 0.154, -0.533], [0.729, 0.993, 1.120], [0.078, 0.450, 0.479], [0.255, 0.060, -0.589], [-0.120, 0.247, -0.595], [-0.116, 0.532, 0.370], [-0.026, 0.045, 0.463], [-0.220, -0.966, -0.082], [0.259, -0.045, -0.410], [-0.363, 0.268, 0.190], [0.143, -0.045, 0.002], [0.104, -0.084, 0.017], [0.603, -0.136, -0.197], [-0.855, 0.040, 0.742], [0.731, -0.958, 0.250], [-0.937, -0.058, -0.279], [-1.198, 0.187, -0.457], [-0.220, -0.877, -0.330], [0.260, 0.295, -0.962], [0.766, -0.259, -0.301], [-0.093, -0.424, 0.663], [-0.011, 0.185, 0.655], [-0.230, 0.263, 0.447], [0.518, -0.026, -0.210], [0.197, 0.107, 0.375]], "lowdin_charge": [-0.043, 0.046, -0.476, 0.069, -0.180, -0.104, -0.217, -0.031, -0.083, -0.114, -0.081, -0.035, 0.119, -0.454, 0.057, -0.200, -0.096, -0.252, -0.065, 0.046, -0.182, 0.090, 0.130, -0.474, 0.012, -0.007, 0.087, 0.077, 0.086, 0.069, 0.155, 0.119, 0.139, 0.116, 0.095, 0.096, 0.104, 0.094, 0.131, 0.160, 0.095, 0.138, 0.126, 0.134, 0.124, 0.131, 0.071, 0.088, 0.092]}